Entry 1:
Molecular formula: C40H39BBrIN9RhS
Method: DFT, ωB97M-V with the def2-TZVPD basis set

The geometry in XYZ format:
```
93
Properties=species:S:1:pos:R:3:forces:R:3:mulliken_charge:R:1
I -0.322246 2.982912 -0.299092 -0.046 -0.108 -0.139 0.310
Rh -0.044031 0.212470 0.085164 0.163 0.213 0.290 1.096
Br -2.101691 5.328693 -2.150006 0.012 -0.016 -0.034 -0.114
S 4.670264 1.450431 0.766664 -0.020 0.023 -0.005 -0.187
N -1.081019 -2.780124 0.182115 0.134 -0.158 0.042 -0.459
N 2.227364 0.955037 0.239857 0.144 -0.072 0.072 0.399
N 0.575881 -1.065376 -1.532913 0.022 0.019 -0.008 0.282
N -1.664961 -1.629667 0.057122 -0.179 -0.047 -0.155 1.303
N 0.674215 -1.011354 1.760503 -0.002 -0.068 -0.184 0.210
N 2.543810 2.883931 1.585587 -0.049 0.041 -0.029 -0.209
N 1.045723 -2.272224 1.415100 -0.049 0.003 -0.022 1.275
N 2.963247 -0.037963 -0.374413 -0.079 0.023 0.068 -0.056
N 0.992574 -2.304294 -1.165290 -0.105 0.030 0.023 1.030
C 1.888890 2.311066 5.032296 -0.008 0.001 0.003 -0.863
C 1.869505 1.327054 -3.816815 0.048 0.048 0.052 -0.226
C -4.192157 3.465860 1.584519 -0.021 0.004 0.001 -1.029
C 1.847020 -2.791747 2.370309 0.016 0.010 -0.001 0.781
C -3.024596 -1.876683 0.026202 0.007 0.050 0.050 0.058
C 1.571070 2.543192 -4.414126 0.026 0.010 0.004 -0.909
C 0.249632 2.943166 -4.564494 0.025 0.033 -0.016 -0.558
C -2.923501 4.540400 -0.651421 0.022 0.002 0.013 -0.147
C 0.751940 3.069858 4.781743 0.035 0.019 0.007 -0.560
C -3.566586 0.371656 -0.827550 -0.011 0.019 0.007 0.785
C -0.237479 2.571943 3.943999 -0.016 0.009 -0.036 -0.690
C -2.916371 3.049210 1.244422 0.039 -0.026 -0.023 -0.223
C -6.286651 -0.213979 -0.522484 0.005 0.043 -0.015 -0.920
C 1.133158 -0.776418 -2.701990 0.114 -0.054 -0.033 -0.397
C -3.968277 -0.869248 -0.279784 -0.097 -0.006 -0.018 0.891
C 5.235931 -0.830359 -0.839363 -0.005 0.013 0.003 -0.392
C -2.012470 -3.827299 0.287457 0.133 0.023 -0.001 0.427
C 2.984042 1.805892 0.897851 0.003 -0.123 -0.148 -0.088
C -1.603341 -5.244988 0.443466 0.017 0.019 -0.010 -1.441
C -5.867187 0.994900 -1.086101 0.022 -0.004 0.003 -0.638
C -0.084826 1.323834 3.354479 0.000 0.061 0.017 0.026
C 1.249996 -0.731128 2.926155 0.058 -0.030 0.072 -0.564
C -0.480187 0.912515 -3.512478 -0.045 -0.010 -0.019 -0.038
C -4.834943 4.419531 0.806910 -0.011 -0.014 0.010 -0.701
C 2.003760 -1.831531 3.349958 0.011 -0.013 0.059 -1.609
C -3.243454 -3.269080 0.210941 -0.023 0.020 0.021 -1.269
C 5.706271 -0.300819 -2.196047 -0.003 0.021 0.016 -0.930
C 1.064574 0.569412 3.580710 0.027 0.005 -0.031 0.589
C -4.205421 4.953898 -0.305321 -0.015 0.010 -0.019 -0.465
C 4.229130 0.077655 -0.208337 0.003 0.014 -0.019 0.097
C 2.045908 1.070673 4.432767 0.048 0.013 0.001 -0.642
C 2.411986 -4.170901 2.305809 -0.013 0.016 -0.011 -1.380
C -5.353088 -1.142455 -0.135836 0.030 0.019 -0.018 -0.843
C 0.845071 0.509416 -3.351407 -0.075 0.011 -0.026 0.031
C 1.930718 -1.849021 -3.111307 0.010 0.013 -0.078 -1.103
C -0.776732 2.123144 -4.120148 -0.040 -0.006 0.028 -0.818
C -4.507676 1.280696 -1.239680 -0.094 0.029 0.019 -0.842
C 2.413782 -4.165448 -2.046222 -0.020 0.016 0.003 -1.589
C 1.812259 -2.801930 -2.117999 0.042 -0.016 0.044 0.743
C -2.285399 3.582412 0.127101 -0.027 -0.022 0.075 0.328
B 0.513162 -2.939314 0.141209 -0.109 -0.026 0.043 -0.773
H -7.341659 -0.420356 -0.403735 0.020 0.009 -0.006 0.438
H -1.279163 0.244997 -3.207677 0.007 -0.004 0.022 0.636
H -2.407449 2.311159 1.849462 0.002 -0.007 0.016 0.639
H 1.661318 -4.939833 -2.205185 0.008 0.015 0.015 0.316
H 3.062967 -4.338335 3.160477 -0.006 0.008 0.004 0.417
H -4.184452 -3.790934 0.222475 0.012 0.016 0.006 0.538
H 2.483162 -1.941279 -4.032049 -0.024 0.011 0.021 0.646
H -1.006051 -5.379385 1.346563 -0.005 0.001 -0.014 0.285
H 2.883827 -4.348349 -1.080014 -0.001 0.008 -0.016 0.253
H -1.136922 3.151346 3.774547 0.006 -0.016 -0.006 0.416
H 3.169798 -4.271773 -2.820659 -0.005 0.004 -0.011 0.449
H -4.676623 3.055134 2.460781 0.009 0.002 -0.017 0.477
H 6.444464 -0.972013 -2.632756 -0.014 0.003 0.010 0.396
H -4.696299 5.707527 -0.906598 0.011 -0.012 0.009 0.462
H -1.808485 2.420787 -4.262659 0.019 -0.008 0.001 0.468
H -5.826339 4.762410 1.071883 0.009 -0.006 0.000 0.449
H 0.628862 4.037001 5.251830 -0.001 -0.024 -0.004 0.447
H 4.754212 -1.802033 -0.957543 -0.004 0.001 -0.010 0.020
H 2.997856 -4.317918 1.397794 -0.014 0.001 0.020 0.222
H -0.883913 0.905299 2.751423 -0.037 -0.036 -0.025 0.765
H 3.212063 3.398792 2.133274 0.003 -0.010 0.024 0.330
H -1.003329 -5.575902 -0.404615 -0.008 0.000 0.009 0.296
H 1.614136 2.847766 1.975390 -0.061 -0.035 0.059 -0.180
H 2.653677 2.686175 5.699933 -0.006 -0.001 -0.012 0.439
H -6.604836 1.718263 -1.410486 0.015 -0.016 0.006 0.482
H 2.372108 3.177632 -4.770905 -0.013 -0.011 0.001 0.455
H 0.022167 3.884907 -5.047283 0.004 -0.011 0.012 0.490
H 6.163766 0.685003 -2.100866 -0.002 -0.015 0.001 0.347
H -2.486205 -5.875478 0.513748 -0.007 0.015 0.003 0.387
H 6.084519 -0.964451 -0.166797 -0.002 0.005 0.003 0.457
H 1.626745 -4.927822 2.324655 0.016 0.017 -0.003 0.220
H 2.900563 1.015954 -3.698462 -0.019 -0.003 -0.003 0.364
H 2.944099 0.493262 4.616134 -0.024 0.004 -0.003 0.437
H 0.764400 -4.099432 0.156600 0.032 0.015 -0.012 -0.072
H 2.556095 -1.937951 4.268863 -0.017 0.016 -0.029 0.608
H -4.200737 2.218783 -1.680316 0.005 0.028 -0.010 0.653
H -5.672750 -2.082860 0.290257 0.008 -0.009 0.009 0.410
H 4.862773 -0.221890 -2.882967 0.013 -0.011 0.002 0.110
H -2.514990 0.588250 -0.964320 0.018 -0.024 -0.019 0.043
```
Forces are in eV/Å.

## Properties
LUMO energy (alpha / beta) ... -5.321 / -8.565 eV
Orbital gap (alpha / beta) ... 8.012 / 4.790 eV
Total charge ... +2
Expectation value of S² ... 6.04
Multiplicity ... 5

***

Entry 2:
Molecular formula: C31H28BF7O2S
Method: DFT, ωB97M-V with the def2-TZVPD basis set

The geometry in XYZ format:
```
70
Properties=species:S:1:pos:R:3:forces:R:3:nbo_charge:R:1
S 1.312598 -1.389657 2.822938 -0.104 0.005 0.350 0.332
F -3.086576 -3.192051 2.595114 0.171 0.876 -0.544 -0.333
F -5.092074 1.644496 3.380430 0.609 0.815 0.488 -0.329
F -1.843048 4.438257 0.271584 0.810 -0.737 -0.434 -0.329
F -4.144192 -0.355422 -1.058588 0.690 -0.513 0.532 -0.330
F -4.363083 3.716801 3.205417 0.065 -0.967 0.676 -0.324
F 2.418838 3.522450 -1.636324 -0.899 -0.295 0.507 -0.336
F -4.649292 2.809785 5.193634 0.246 -0.157 -1.020 -0.329
O 0.044151 -2.093788 -2.217833 -0.393 0.551 -0.204 -0.742
O 0.098007 -0.003274 -3.227930 -0.730 -0.575 0.489 -0.742
C -1.056649 -0.780923 0.764787 0.804 -0.078 -0.147 -0.016
C -2.733993 -2.193270 1.719852 0.562 -0.667 -0.256 0.410
C 0.098011 1.365668 0.162177 -0.076 -0.109 -0.667 0.006
C -0.505745 2.312616 3.224748 -0.709 0.191 -0.160 -0.214
C -4.218212 2.557483 3.916189 -0.572 0.165 0.058 0.979
C 1.292248 3.100006 -0.963445 0.331 -0.105 -0.651 0.396
C 1.105188 -3.498107 -3.816120 -0.029 -0.194 -0.624 -0.631
C 3.736028 -2.191984 1.702289 0.310 -0.156 -0.065 -0.644
C -0.391883 0.923610 3.188691 1.367 0.087 0.031 0.087
C -1.876260 -0.569078 -0.349772 -0.596 1.204 0.998 -0.287
C 1.184705 1.761194 -0.619414 0.317 0.533 0.417 -0.236
C -1.005986 2.205775 0.289207 0.040 0.732 0.435 -0.297
C -1.760317 2.864100 3.494011 0.295 0.041 0.336 -0.184
C 2.210590 -0.041902 -4.344610 0.452 0.027 -0.042 -0.630
C -0.841559 3.550697 -0.049892 -0.492 -0.170 0.065 0.416
C -3.694724 -1.696272 0.845941 0.077 0.221 -0.142 -0.375
C -1.302938 0.176406 3.913322 -0.874 -0.450 0.035 -0.223
C 0.168916 -1.119243 -5.323508 -0.028 -0.081 -0.140 -0.637
C -1.407087 -1.781616 1.672031 -0.744 -0.804 0.812 -0.276
C 0.216998 0.052638 0.929586 -2.102 -0.922 -4.330 -0.265
C -2.566536 0.695214 4.184600 0.339 0.303 0.093 -0.177
C 0.692359 0.300284 2.294191 1.324 -0.148 3.868 -0.193
C 0.968970 -0.850878 -4.042596 -0.008 -0.313 -0.444 0.240
C 2.483069 -2.141004 -2.338796 0.368 0.207 0.278 -0.640
C 0.306827 4.027990 -0.667710 -0.131 0.081 0.051 -0.363
C 3.041584 0.261036 1.853329 -0.122 -0.583 0.388 -0.262
C -2.805261 2.030344 3.872616 -0.379 0.184 -0.239 -0.158
C -3.230894 -0.854975 -0.160491 -0.404 -0.699 -1.101 0.421
C 1.183771 -2.143256 -3.140679 0.486 -0.071 -0.079 0.241
C 1.980893 1.048377 2.237983 0.111 0.772 -0.352 -0.238
C 2.783970 -1.118161 2.006483 0.533 1.518 -0.147 -0.206
B -0.539239 -0.887886 -2.412730 0.859 -0.088 0.201 1.075
H 3.427191 -2.747597 0.807975 0.151 -0.129 0.143 0.223
H -0.045856 -0.156166 -5.807938 0.060 -0.276 0.171 0.230
H -3.362389 0.079435 4.593903 0.213 0.039 0.015 0.237
H 2.614105 -1.257720 -1.699150 -0.178 -0.176 -0.127 0.217
H 2.533490 -3.039463 -1.708615 -0.180 0.275 -0.060 0.225
H -0.794733 -1.607253 -5.109259 0.320 0.126 0.012 0.219
H -1.945130 1.852243 0.721600 0.428 0.269 0.091 0.251
H 3.807664 -2.877347 2.549514 0.105 -0.208 -0.132 0.225
H 3.357185 -2.194444 -3.006509 -0.340 0.075 0.076 0.221
H -0.658099 -2.265145 2.314712 -1.073 0.381 -0.282 0.239
H 1.077228 -4.270923 -3.037625 -0.079 0.213 -0.203 0.231
H -1.928388 3.931965 3.385681 0.049 -0.174 0.010 0.239
H 1.977298 1.054506 -0.867193 -0.076 0.287 0.223 0.217
H 4.021406 0.621111 1.531302 -0.324 -0.038 0.099 0.226
H -4.731276 -2.015326 0.902085 0.146 0.265 0.019 0.252
H -1.057379 -0.823957 4.257060 -0.136 -0.071 -0.488 0.228
H 0.408716 5.073435 -0.932904 0.021 -0.104 0.038 0.249
H 2.007802 2.129138 2.389810 0.132 -0.468 -0.299 0.224
H 4.717779 -1.737779 1.524320 -0.106 -0.269 -0.038 0.223
H -1.485842 -0.100737 -1.345790 -0.563 0.290 0.801 0.181
H 0.226890 -3.603132 -4.461096 0.096 -0.002 0.229 0.222
H 2.934533 -0.644064 -4.908567 -0.135 0.086 0.068 0.217
H 1.995066 -3.688513 -4.432923 -0.174 0.133 0.121 0.216
H 0.343829 2.960795 3.015953 -0.407 -0.172 -0.397 0.224
H 2.704479 0.313566 -3.432914 -0.163 -0.110 -0.160 0.225
H 0.715973 -1.747191 -6.038810 -0.025 0.134 0.212 0.219
H 0.967232 -0.538204 0.377050 0.510 0.234 0.376 0.229
H 1.959056 0.836289 -4.952382 -0.047 -0.241 0.162 0.232
```
Forces are in eV/Å.

## Properties
LUMO energy ... -2.245 eV
Orbital gap ... 3.008 eV
Total charge ... 0

***

Entry 3:
Molecular formula: C6H7O
Method: DFT, ωB97M-V with the def2-TZVPD basis set

The geometry in XYZ format:
```
14
Properties=species:S:1:pos:R:3:forces:R:3:nbo_charge:R:1
O 0.281590 -0.733614 0.133769 -3.314 0.025 -0.344 -0.417
C 1.496384 -0.220777 0.103616 5.218 1.268 0.256 0.175
C 0.136175 1.525562 -0.099911 -2.429 1.028 -1.250 -0.384
C 1.440824 1.238872 0.021161 1.362 0.082 0.858 -0.106
C 2.575658 -1.037724 0.050005 1.034 2.318 -1.220 -0.199
C -0.592784 0.251199 -0.051712 -0.550 0.015 0.395 0.408
C -3.299930 -0.622905 0.077478 3.505 -2.989 0.006 -0.137
H -0.346804 2.520554 -0.393229 0.750 -1.705 0.937 0.279
H 2.365093 -2.032537 -0.038707 -0.611 -2.725 0.175 0.215
H -3.146162 -0.962140 1.125489 -0.146 0.155 -1.061 0.218
H -3.777359 0.259986 -0.086946 -1.227 2.460 -0.482 0.180
H 2.302062 1.972795 0.187251 -1.291 -1.408 -0.692 0.284
H -3.108103 -1.315146 -0.800572 -0.327 0.909 1.422 0.226
H 3.673350 -0.844125 -0.227696 -1.973 0.566 1.000 0.259
```
Forces are in eV/Å.

## Properties
LUMO energy (alpha / beta) ... -5.688 / -6.545 eV
Orbital gap (alpha / beta) ... 8.898 / 7.536 eV
Total charge ... +1

***

Entry 4:
Molecular formula: C7H8
Method: DFT, ωB97M-V with the def2-TZVPD basis set

The geometry in XYZ format:
```
15
Properties=species:S:1:pos:R:3:forces:R:3:nbo_charge:R:1
C 0.978597 -0.079716 1.373593 -0.091 -0.536 0.066 -0.291
C -0.418616 0.145063 1.160908 -0.046 0.427 -0.061 -0.447
C -0.067727 -0.158160 -1.207576 -0.456 0.393 -0.127 -0.281
C -2.208368 0.915826 -0.419870 -0.200 0.374 -0.434 -0.614
C -0.867339 0.305953 -0.189072 0.344 -0.790 0.523 -0.067
C 1.737350 -0.621292 0.367344 0.257 0.990 -0.470 -0.267
C 1.222451 -0.694779 -0.957326 0.171 -0.729 0.249 -0.426
H -0.465205 -0.073137 -2.220190 0.194 -0.041 -0.062 0.167
H -2.604368 0.694717 -1.414157 0.028 -0.117 -0.075 0.186
H 1.426078 0.162121 2.334382 0.043 -0.243 0.117 0.168
H -2.949150 0.583442 0.313923 0.047 -0.035 0.103 0.184
H -2.145095 2.010188 -0.361172 -0.114 -0.026 0.169 0.188
H 1.797703 -1.206430 -1.723367 -0.079 0.172 -0.103 0.170
H -1.104413 0.231854 1.998621 -0.022 0.302 -0.036 0.164
H 2.807009 -0.788336 0.510643 -0.076 -0.140 0.140 0.166
```
Forces are in eV/Å.

## Properties
LUMO energy (alpha / beta) ... 4.412 / 4.318 eV
Orbital gap (alpha / beta) ... 3.499 / 7.358 eV
Total charge ... -1
Expectation value of S² ... 0.76
Multiplicity ... 2